[1]
137
Properties=species:S:1:pos:R:3 method="wB97M-V/def2-TZVPD" charge=0 orbital_gap_ha=0.2786 energy_ha=-6912.113661 e_homo_ev=-8.5
C 0.6801 -0.6304 3.6006
Si 1.3334 -0.0614 1.8375
F 0.0847 -0.5966 0.6715
C 1.5366 1.8495 1.9495
C 1.1392 2.6758 0.5908
C -0.4380 2.5842 0.1541
S -0.6928 2.6508 -1.7383
C 0.3205 1.3281 -2.5908
S -0.4957 -0.1547 -2.9509
N 1.7624 1.4241 -3.0300
C 2.6714 0.4562 -2.3081
C 4.2685 0.5737 -2.7488
O 4.4688 1.6185 -3.8054
C 3.9574 2.8466 -3.1770
C 2.2904 2.8391 -3.0460
O 2.8146 -0.9270 1.3727
Si 2.2670 -2.5736 1.0595
Cl 1.7500 -2.9778 -0.9787
H 0.8276 -1.7753 3.7921
H -0.4911 -0.4082 3.5609
H 1.1696 0.0251 4.4637
H 2.6861 2.0753 2.1637
H 0.9501 2.2467 2.8916
H 1.8660 2.3217 -0.2551
H 1.3863 3.8248 0.7959
H -0.9525 3.5858 0.5503
H -1.0389 1.7030 0.6384
H 2.5882 0.4663 -1.1410
H 2.3390 -0.6397 -2.6463
H 4.5888 -0.4477 -3.2453
H 4.9573 0.7597 -1.8002
H 4.3441 2.8404 -2.0519
H 4.3464 3.8441 -3.6496
H 1.8925 3.3689 -4.0388
H 2.0528 3.4758 -2.0940
H 3.2122 -3.6120 1.4945
H 1.0485 -2.7720 1.8516
C 5.4784 -1.4581 3.0599
C 6.7535 -2.1879 2.8084
O 7.7290 -1.1713 2.8513
C 7.2244 -0.2313 3.6988
O 7.8858 0.6609 4.2033
O 5.8871 -0.4146 3.9213
F 6.7610 -2.7335 1.5715
H 5.0490 -1.0290 2.1483
H 4.7252 -2.0895 3.5388
H 6.9870 -2.9540 3.5555
C -5.5206 2.8994 -1.2484
C -4.7135 3.9365 -1.9518
O -4.6021 4.9695 -0.9992
C -4.6555 4.3439 0.2101
O -4.3202 4.8601 1.2632
O -5.1238 3.0634 0.0983
F -5.3778 4.4179 -3.0263
H -6.5987 3.0724 -1.3327
H -5.2987 1.8890 -1.6022
H -3.7143 3.6016 -2.2502
C -0.3995 -5.6670 -2.2796
C -0.4118 -6.9983 -1.6094
O -1.1010 -7.8210 -2.5232
C -0.8460 -7.2813 -3.7481
O -1.0376 -7.8604 -4.8045
O -0.3417 -6.0135 -3.6487
F -1.1206 -6.9527 -0.4591
H -1.3100 -5.0888 -2.0897
H 0.4656 -5.0640 -1.9909
H 0.5834 -7.4137 -1.4180
C 4.2871 7.5375 -1.0853
C 3.1963 6.8939 -1.8711
O 3.1803 5.5694 -1.3891
C 3.6153 5.6558 -0.1007
O 3.4807 4.7708 0.7279
O 4.2145 6.8592 0.1526
F 3.5030 6.8643 -3.1875
H 5.2768 7.3810 -1.5274
H 4.1274 8.6111 -0.9541
H 2.2108 7.3498 -1.7279
C -7.1616 4.6822 -6.0806
C -7.8706 3.7127 -6.9632
O -7.8363 2.5110 -6.2273
C -7.8143 2.8961 -4.9204
O -8.0566 2.1532 -3.9838
O -7.4947 4.2196 -4.7871
F -7.1914 3.5249 -8.1170
H -6.0742 4.6536 -6.2073
H -7.5053 5.7092 -6.2302
H -8.9097 3.9812 -7.1815
C -3.9451 -6.7642 2.5453
C -3.1380 -5.7272 1.8419
O -3.0266 -4.6942 2.7944
C -3.0801 -5.3198 4.0038
O -2.7448 -4.8036 5.0568
O -3.5484 -6.6003 3.8920
F -3.8023 -5.2458 0.7674
H -5.0233 -6.5912 2.4609
H -3.7233 -7.7747 2.1914
H -2.1389 -6.0621 1.5434
C 4.8958 -1.8459 7.2210
C 3.6382 -2.1812 7.9475
O 2.6823 -2.2925 6.9176
C 3.3855 -2.6995 5.8238
O 2.8770 -3.1664 4.8181
O 4.7320 -2.5278 5.9938
F 3.2685 -1.1692 8.7641
H 5.0007 -0.7728 7.0287
H 5.7870 -2.1965 7.7485
H 3.6823 -3.1188 8.5119
C -11.2444 2.9903 -0.0146
C -10.1455 3.2300 -0.9928
O -9.1166 2.3751 -0.5485
C -9.7562 1.3342 0.0548
O -9.2277 0.2675 0.3204
O -11.0657 1.6286 0.3196
F -9.7023 4.5049 -0.9173
H -11.1479 3.6014 0.8890
H -12.2329 3.1608 -0.4495
H -10.4054 2.9861 -2.0284
C 8.9083 -4.3431 6.1896
C 8.4236 -5.7471 6.3144
O 7.5129 -5.6871 7.3886
C 7.0151 -4.4190 7.3609
O 6.0091 -4.0656 7.9534
O 7.7767 -3.5921 6.5814
F 9.4337 -6.5772 6.6583
H 9.7422 -4.1213 6.8640
H 9.2083 -4.0959 5.1677
H 7.9156 -6.1275 5.4218
C -1.2850 0.7731 -6.6069
C -2.0341 0.0217 -7.6538
O -3.3650 0.4520 -7.4794
C -3.2664 1.7180 -6.9850
O -4.1874 2.5174 -6.9621
O -2.0064 1.9858 -6.5245
F -1.9830 -1.3091 -7.4219
H -1.3025 0.2734 -5.6326
H -0.2444 0.9544 -6.8895
H -1.7096 0.2346 -8.6779

[2]
109
Properties=species:S:1:pos:R:3 method="wB97M-V/def2-TZVPD" charge=0 orbital_gap_ha="0.1686 / 0.1681" e_above_lowest_ev=0.000 energy_ha=-3788.084618 e_homo_ev="-4.2 / -4.2"
Ti 0.2086 0.0881 0.6308
C 3.1577 1.4359 2.2133
N 2.3237 2.6122 2.3856
C 2.5717 3.4204 3.5592
C 1.5184 3.0358 1.3706
N 0.8828 2.1857 0.6024
C 0.4909 2.6765 -0.6776
C 1.4312 3.2656 -1.4836
C 1.1131 3.7636 -2.7593
C -0.1568 3.6344 -3.2273
C -1.1511 2.9822 -2.4551
C -2.4366 2.7970 -3.0330
C -3.3945 2.1018 -2.3708
C -3.1166 1.5870 -1.0884
C -1.9185 1.7982 -0.4572
N -1.6966 1.1958 0.8103
C -2.6549 1.2164 1.6960
N -3.5927 2.2258 1.8411
C -4.9969 1.8723 1.9306
C -3.3454 3.5712 1.3865
N -2.7289 0.2185 2.6229
C -2.5336 -1.1693 2.2482
C -3.2556 0.4183 3.9541
C -0.8559 2.4886 -1.1572
N 1.4110 4.4135 1.2684
C 0.2323 5.0677 0.7628
C 2.6159 5.2122 1.2018
H 3.8810 1.5668 1.4033
H 2.5487 0.5652 1.9999
H 3.7029 1.2688 3.1411
H 2.5376 2.7837 4.4449
H 1.8024 4.1829 3.6501
H 3.5502 3.9103 3.5371
H 2.4546 3.3202 -1.1283
H 1.8819 4.2274 -3.3610
H -0.4249 3.9907 -4.2123
H -2.6160 3.1837 -4.0264
H -4.3575 1.9155 -2.8249
H -3.8602 0.9760 -0.5917
H -5.1094 0.8089 2.1188
H -5.5016 2.1045 0.9854
H -5.4958 2.4228 2.7323
H -2.2852 3.7878 1.4799
H -3.8985 4.2589 2.0295
H -3.6533 3.7356 0.3488
H -2.0588 -1.2547 1.2705
H -3.5011 -1.6849 2.2125
H -1.8943 -1.6655 2.9784
H -3.2725 1.4771 4.1982
H -2.6123 -0.1010 4.6657
H -4.2674 0.0143 4.0637
H -0.6202 4.4009 0.8509
H 0.3300 5.3561 -0.2895
H 0.0401 5.9668 1.3542
H 3.4890 4.5941 1.3966
H 2.6041 6.0316 1.9259
H 2.7233 5.6418 0.1993
O 4.6769 -5.0179 2.8670
C 5.4920 -3.8469 2.8478
N 4.7740 -2.8523 2.1146
C 5.1850 -2.4433 0.8751
O 6.2940 -2.7047 0.4283
C 4.2091 -1.5812 0.0852
C 4.6457 -1.0936 -1.1400
C 3.7028 -0.3693 -1.8789
C 2.4432 -0.1424 -1.3822
N 2.0061 -0.5714 -0.1510
C 2.9194 -1.3432 0.5278
H 5.1558 -5.7233 3.3152
H 6.4414 -4.0205 2.3327
H 5.6800 -3.5068 3.8730
H 3.8023 -2.7500 2.3502
H 5.6438 -1.2989 -1.4915
H 3.9506 0.0238 -2.8550
H 1.7196 0.4223 -1.9608
H 2.5290 -1.7224 1.4626
N 0.1269 -2.6522 0.9835
C 0.4175 -3.5251 0.2869
N 0.7787 -4.5050 -0.5100
C -0.1348 -5.6006 -0.8147
C 0.5265 -6.9037 -0.4011
O 1.7985 -7.0356 -1.0058
C 2.6728 -5.9933 -0.5967
C 2.1333 -4.6446 -1.0308
H -0.3336 -5.6060 -1.8918
H -1.0744 -5.4333 -0.2900
H -0.0676 -7.7580 -0.7264
H 0.6299 -6.9407 0.6914
H 3.6379 -6.1928 -1.0620
H 2.7971 -6.0135 0.4936
H 2.0910 -4.5885 -2.1229
H 2.7403 -3.8155 -0.6650
C 0.6090 -0.1911 3.7576
O 0.4630 -0.1062 2.3921
H 1.0961 0.7088 4.1577
H 1.2142 -1.0659 4.0334
H -0.3686 -0.2929 4.2477
F -3.3644 -2.5789 -5.3268
C -2.6847 -2.0975 -4.2683
C -1.6842 -1.1501 -4.4371
F -1.3895 -0.7036 -5.6685
C -0.9863 -0.6609 -3.3474
F -0.0279 0.2630 -3.5833
C -1.2441 -1.0833 -2.0327
O -0.6002 -0.6041 -1.0227
C -2.2600 -2.0398 -1.8980
F -2.6043 -2.4986 -0.6661
C -2.9627 -2.5380 -2.9861
F -3.9269 -3.4574 -2.7848

[3]
103
Properties=species:S:1:pos:R:3 method="wB97M-V/def2-TZVPD" charge=0 orbital_gap_ha=0.2714 e_above_lowest_ev=0.518 energy_ha=-3239.794172 e_homo_ev=-8.4
Rh 0.2414 0.4324 -0.2877
C -2.2383 -0.1711 4.0398
C -3.0767 0.8594 3.2927
N -2.2789 2.0220 2.8682
C -2.2550 3.1928 3.7651
C -1.0645 3.2217 4.7057
C -1.5363 2.0151 1.7673
S -1.7914 0.6969 0.6458
N -0.7630 3.0839 1.5646
C 0.1156 3.2007 0.5930
O 0.4795 2.3355 -0.2707
C 0.7850 4.5212 0.4455
C 1.6868 4.7220 -0.5988
C 2.3094 5.9495 -0.7514
C 2.0392 6.9787 0.1407
C 1.1465 6.7794 1.1854
C 0.5194 5.5542 1.3391
H -2.8155 -1.0864 4.1754
H -1.9396 0.1917 5.0234
H -1.3378 -0.4158 3.4741
H -3.8815 1.2419 3.9182
H -3.5355 0.4047 2.4189
H -3.1859 3.1679 4.3297
H -2.2559 4.0839 3.1414
H -1.0688 2.3578 5.3670
H -1.1038 4.1225 5.3201
H -0.1325 3.2263 4.1429
H 1.8984 3.9066 -1.2762
H 3.0084 6.1028 -1.5631
H 2.5289 7.9371 0.0245
H 0.9410 7.5818 1.8819
H -0.1730 5.3833 2.1514
O 1.0362 -0.3008 1.3351
Si 2.4762 -0.4804 2.0763
C 3.7262 0.8660 1.6500
C 3.7188 1.5132 0.4102
C 4.6449 2.5002 0.0981
C 5.6052 2.8685 1.0297
C 5.6328 2.2436 2.2683
C 4.7047 1.2564 2.5702
C 2.2397 -0.3222 3.9391
C 1.3935 0.6674 4.4476
C 1.2841 0.8926 5.8133
C 2.0227 0.1270 6.7064
C 2.8522 -0.8732 6.2260
C 2.9519 -1.0969 4.8574
C 3.2772 -2.1368 1.7610
C 2.5465 -3.1731 1.1738
C 3.1151 -4.4204 0.9588
C 4.4299 -4.6570 1.3337
C 5.1739 -3.6405 1.9174
C 4.6029 -2.3914 2.1201
H 2.9995 1.2305 -0.3453
H 4.6266 2.9703 -0.8783
H 6.3322 3.6350 0.7904
H 6.3793 2.5262 3.0007
H 4.7316 0.7943 3.5520
H 0.8187 1.2752 3.7550
H 0.6282 1.6666 6.1891
H 1.9510 0.3113 7.7713
H 3.4235 -1.4823 6.9160
H 3.5928 -1.8951 4.5006
H 1.5228 -2.9929 0.8671
H 2.5361 -5.2065 0.4895
H 4.8802 -5.6263 1.1581
H 6.2025 -3.8181 2.2071
H 5.2114 -1.5997 2.5462
C -3.9564 1.1469 -3.6437
C -3.0693 0.3965 -2.6545
C -3.2590 -1.1192 -2.7601
Sb -0.9530 0.8153 -2.7247
C -0.2397 0.0258 -4.6128
C 1.1077 0.6397 -4.9943
C -1.2752 0.1920 -5.7215
C -0.9175 2.9716 -2.9494
C -1.9043 3.6110 -1.9699
C -1.1457 3.5019 -4.3634
H -5.0044 0.9147 -3.4274
H -3.7665 0.8545 -4.6749
H -3.8445 2.2264 -3.5772
H -3.3228 0.7106 -1.6405
H -2.9680 -1.4931 -3.7443
H -4.3096 -1.3826 -2.6080
H -2.6688 -1.6575 -2.0146
H -0.1015 -1.0341 -4.3932
H 1.0875 1.7300 -4.9791
H 1.3545 0.3292 -6.0138
H 1.9046 0.3046 -4.3408
H -1.4781 1.2394 -5.9440
H -2.2185 -0.2996 -5.4916
H -0.8812 -0.2682 -6.6324
H 0.0984 3.2101 -2.6300
H -2.9273 3.5546 -2.3412
H -1.6601 4.6692 -1.8339
H -1.8929 3.1393 -0.9887
H -2.1431 3.2558 -4.7309
H -0.4182 3.1236 -5.0782
H -1.0602 4.5938 -4.3594
F 0.7846 -1.5923 -1.2806
B 2.0272 -1.2436 -1.9555
F 3.1040 -1.6201 -1.2103
F 1.9736 0.2073 -1.9686
F 2.0035 -1.7611 -3.2291

[4]
93
Properties=species:S:1:pos:R:3 method="wB97M-V/def2-TZVPD" charge=+1 orbital_gap_ha=0.2734 e_above_lowest_ev=0.600 energy_ha=-4457.405919 e_homo_ev=-10.2
Ba -1.7198 -0.8394 -0.4715
C 3.8688 -3.8486 -1.0846
C 2.3956 -3.6005 -1.4274
C 1.5135 -4.6806 -0.8201
C 2.0370 -2.1860 -1.0229
C 1.6653 -1.8317 0.2711
C 1.5313 -0.4994 0.6674
C 1.3130 -0.1899 2.1429
C 2.5840 -0.5162 2.9336
C 0.1215 -0.9199 2.7582
C 1.7754 0.5247 -0.2665
C 2.1695 0.1861 -1.5758
C 2.2555 -1.1564 -1.9274
C 2.6619 1.2075 -2.5884
C 4.1860 1.1204 -2.7221
C 2.0209 1.0358 -3.9669
C 1.9534 1.9299 0.2333
C 3.2661 2.2839 0.5569
C 3.5771 3.5340 1.0569
C 2.5678 4.4661 1.2499
C 1.2647 4.1282 0.9377
C 0.9287 2.8656 0.4347
P -0.8011 2.4337 0.0340
C -1.2386 3.5111 -1.4397
C -2.7501 3.4225 -1.6889
C -0.8025 4.9750 -1.3705
C -0.5464 2.8707 -2.6399
C -1.8512 2.9598 1.5172
C -2.2280 4.4363 1.6658
C -3.1458 2.1322 1.4470
C -1.1094 2.5216 2.7873
H 4.1737 -4.8455 -1.4045
H 4.0253 -3.7772 -0.0055
H 4.5200 -3.1188 -1.5673
H 2.2906 -3.6559 -2.5154
H 1.6353 -4.7353 0.2646
H 1.7956 -5.6534 -1.2240
H 0.4580 -4.5203 -1.0385
H 1.5614 -2.6044 1.0223
H 1.1427 0.8840 2.2378
H 2.8432 -1.5725 2.8383
H 2.4424 -0.2984 3.9930
H 3.4301 0.0719 2.5768
H 0.2823 -1.9975 2.8101
H -0.8175 -0.7782 2.2082
H -0.0578 -0.5670 3.7741
H 2.5901 -1.4147 -2.9263
H 2.4319 2.2019 -2.2031
H 4.4843 0.1701 -3.1697
H 4.6811 1.2043 -1.7548
H 4.5561 1.9227 -3.3617
H 2.3237 0.0928 -4.4240
H 2.3378 1.8359 -4.6373
H 0.9344 1.0459 -3.9222
H 4.0507 1.5509 0.4146
H 4.6032 3.7792 1.2972
H 2.7937 5.4483 1.6423
H 0.4889 4.8641 1.0908
H -3.3438 3.9445 -0.9409
H -3.0950 2.3837 -1.7318
H -2.9734 3.8745 -2.6579
H -1.2282 5.5106 -0.5246
H -1.1354 5.4810 -2.2808
H 0.2828 5.0644 -1.3266
H -0.8665 1.8339 -2.7799
H 0.5360 2.8880 -2.5375
H -0.8048 3.4200 -3.5487
H -2.7750 4.8294 0.8115
H -1.3603 5.0702 1.8407
H -2.8767 4.5405 2.5395
H -3.7327 2.3189 0.5468
H -3.7772 2.3686 2.3065
H -2.9384 1.0574 1.5177
H -0.1877 3.0799 2.9449
H -0.8636 1.4580 2.7642
H -1.7579 2.6873 3.6510
Br -4.7912 -1.3968 -0.3435
C -4.7295 -3.2960 0.0450
C -5.9112 -3.9515 -0.1125
C -5.9628 -5.3256 0.1986
C -4.8464 -5.9531 0.6646
C -3.6261 -5.2540 0.8286
C -2.4859 -5.9161 1.3466
C -1.3190 -5.2364 1.5043
C -1.2349 -3.8757 1.1232
C -2.2885 -3.1413 0.6209
C -3.5164 -3.8736 0.4958
H -6.7939 -3.4329 -0.4583
H -6.8937 -5.8619 0.0762
H -4.8775 -7.0040 0.9247
H -2.5671 -6.9608 1.6207
H -0.4502 -5.7406 1.9147
H -0.2731 -3.4001 1.2595